Entry 1:
Here is a cluster of 2 separate species, C2IN5 in total in a non-equilibrium geometry from OMol25. Energies are from ωB97M-V/def2-TZVPD.

Summary:
Gap between HOMO and LUMO, Eh: 0.3237
HOMO level, hartree: -0.3781
Energy above the lowest of the compared OMol25 structures with the same formula, charge and spin, kcal/mol: 42.91

XYZ file:
```
8
Properties=species:S:1:pos:R:3:forces:R:3
N -1.06609 0.34257 0.26266 0.19 -0.98 1.24
C -2.11775 -0.17858 -0.28310 -0.35 0.94 -0.37
N -0.30578 1.25854 0.28157 0.35 1.37 -0.08
N -3.12118 -0.62027 -0.62832 -0.35 -0.45 -0.35
N 0.74593 -1.44965 0.13658 -0.19 -1.34 -0.03
I 3.51984 -0.04554 -0.20654 -0.95 -1.38 0.04
C 1.87673 -1.35888 -0.04672 1.61 2.28 -0.06
N 0.46829 2.05182 0.48386 -0.32 -0.44 -0.39
```
Forces are in eV/Å.



Entry 2:
Here is a structure of composition C2LiMgO4 in a non-equilibrium geometry from OMol25. Energies are from ωB97M-V/def2-TZVPD.

Summary:
Charge: -1
Gap between HOMO and LUMO, Eh: 0.1578
HOMO level, hartree: -0.0888
Energy above the lowest of the compared OMol25 structures with the same formula, charge and spin, kcal/mol: 24.87

XYZ file:
```
8
Properties=species:S:1:pos:R:3:forces:R:3
O 0.51055 -1.75488 1.38390 1.84 -0.15 1.38
C 1.13514 -1.01783 0.57927 -6.38 1.52 -0.72
O 1.10155 -1.36310 -0.66107 1.05 -1.01 -2.47
O 1.09338 0.32067 0.72096 2.61 1.03 0.61
O -0.47121 2.30923 -0.27453 1.76 -1.29 0.43
Li -2.15854 1.55680 -0.96362 0.51 -0.57 0.14
C -0.34282 1.38650 0.48269 -2.26 0.11 0.14
Mg -0.86805 -1.43738 -1.26761 0.88 0.36 0.49
```
Forces are in eV/Å.



Entry 3:
Here is a structure of composition C2LiO4Ru in a non-equilibrium geometry from OMol25. Energies are from ωB97M-V/def2-TZVPD.

Summary:
Charge: +1
Gap between HOMO and LUMO (spin up / spin down), Eh: 0.2941 / 0.1988
HOMO level (spin up / spin down), hartree: -0.4839 / -0.5152
Multiplicity: 7
Expectation value of S²: 12.008
Energy above the lowest of the compared OMol25 structures with the same formula, charge and spin, kcal/mol: 0.00

XYZ file:
```
8
Properties=species:S:1:pos:R:3:forces:R:3
O 1.64267 -0.53203 -1.10999 -1.41 0.11 1.07
O 2.08105 0.52512 0.83564 -1.42 -0.17 0.45
O -2.17023 -0.10061 0.13758 0.16 0.25 -0.13
Li 0.68687 1.13565 1.97578 0.65 -0.06 -0.03
C -1.06704 -0.16411 -0.43708 2.86 0.77 4.07
O -0.00005 0.04000 0.40578 -3.97 -0.34 -1.54
Ru -2.55215 -0.86236 -1.77482 -0.97 -0.79 -1.82
C 1.37888 -0.04166 -0.03289 4.11 0.24 -2.07
```
Forces are in eV/Å.